The following is a DFT calculation (ωB97M-V with the def2-TZVPD basis set) of a cluster of 5 separate species, C32H55O7S in total.

Calculated values
total charge = +1
Kohn-Sham gap = 8.2 eV
relative energy (zero: lowest compared OMol25 entry of this formula, charge and spin) = 676.1 kJ/mol
HOMO level = -10.87 eV
2S+1 = 1

Each line ends with the Mulliken charge.
CARTESIAN COORDINATES (ANGSTROEM)
C 3.187 2.108 0.362  -0.426
C 2.582 1.904 1.618  -0.272
S 1.146 0.735 1.898  0.452
C -0.022 0.932 0.472  0.678
C -1.422 1.648 0.865  -0.646
C -2.622 0.913 0.047  -0.130
C -4.067 1.116 0.725  -0.662
C -4.887 -0.257 0.837  -0.145
C -5.056 -1.052 -0.548  -0.390
O -5.349 -2.464 -0.239  -0.347
C -4.139 -3.222 -0.197  0.744
C -3.268 -3.466 1.133  -0.537
O -3.776 -3.753 -1.283  -0.547
C 1.925 -0.945 1.959  -0.773
C 1.915 -1.729 0.546  0.758
C 2.467 -3.228 0.791  -1.298
O 2.717 -0.943 -0.358  -0.289
C 2.833 -1.560 -1.662  -0.778
C 1.394 -1.631 -2.394  0.620
C 0.715 -0.247 -2.680  -0.151
C -0.682 -0.261 -3.337  -0.616
C -1.311 -1.650 -3.654  -0.366
C -0.632 -3.008 -3.399  -0.541
C 0.771 -2.998 -2.737  -0.479
H 2.742 1.690 -0.611  -0.010
H 4.177 2.659 0.287  0.319
H 2.989 2.464 2.523  0.421
H 0.510 1.594 -0.304  -0.183
H -0.298 -0.033 -0.067  -0.385
H -1.632 1.660 1.985  0.275
H -1.430 2.744 0.521  0.220
H -2.444 -0.222 -0.012  0.095
H -2.626 1.324 -1.030  0.235
H -4.728 1.889 0.179  0.345
H -3.867 1.463 1.809  0.303
H -5.947 -0.085 1.253  0.361
H -4.393 -0.989 1.582  -0.091
H -4.174 -0.964 -1.265  0.167
H -5.999 -0.650 -1.068  0.308
H -2.261 -2.935 1.059  -0.062
H -3.092 -4.599 1.228  0.338
H -3.794 -3.083 2.082  0.224
H 2.959 -0.923 2.455  0.516
H 1.263 -1.583 2.661  0.393
H 0.818 -1.836 0.249  -0.199
H 3.557 -3.253 1.126  0.338
H 1.743 -3.721 1.531  0.404
H 2.330 -3.809 -0.198  0.273
H 3.456 -0.829 -2.306  0.360
H 3.400 -2.548 -1.680  0.377
H 1.283 0.710 -2.393  0.392
H -1.186 0.739 -3.523  0.425
H -2.354 -1.649 -4.109  0.340
H -1.138 -3.991 -3.654  0.359
H 1.367 -3.939 -2.465  0.276
C 0.289 0.829 5.876  -1.131
C -0.903 0.254 5.158  0.837
O -1.312 0.743 4.119  -0.493
C -1.569 -0.948 5.772  -1.133
H 0.666 1.690 5.320  0.227
H -0.003 1.158 6.875  0.435
H 1.081 0.079 5.941  0.301
H -1.944 -0.697 6.766  0.367
H -0.860 -1.776 5.832  0.332
H -2.412 -1.253 5.147  0.267
C 2.952 5.630 -1.723  -1.060
C 2.523 4.652 -2.784  0.775
O 1.925 3.627 -2.497  -0.515
C 2.862 4.986 -4.210  -0.671
H 2.641 5.261 -0.743  0.259
H 4.039 5.734 -1.730  0.279
H 2.478 6.598 -1.898  0.375
H 3.946 5.061 -4.326  -0.009
H 2.385 5.926 -4.494  0.347
H 2.493 4.194 -4.865  0.291
C 7.821 4.732 -3.920  -1.016
C 7.017 5.350 -5.033  0.815
O 5.858 5.688 -4.864  -0.595
C 7.699 5.533 -6.362  -1.117
H 7.203 4.661 -3.022  0.217
H 8.140 3.727 -4.205  0.322
H 8.689 5.356 -3.699  0.339
H 8.012 4.564 -6.755  0.334
H 8.562 6.192 -6.249  0.341
H 7.000 5.988 -7.067  0.294
C -5.756 -6.733 4.396  -1.142
C -5.789 -5.432 3.640  0.805
O -4.790 -4.746 3.516  -0.513
C -7.106 -5.011 3.044  -1.006
H -4.745 -6.909 4.770  0.289
H -6.440 -6.687 5.246  0.342
H -6.032 -7.556 3.733  0.335
H -7.849 -4.888 3.834  0.350
H -7.441 -5.756 2.320  0.326
H -6.981 -4.055 2.529  0.206